Record 1
This record from the OMol25 dataset describes a molecular structure, C22H11Cl5F5N2O2STc at a distorted geometry. The level of theory is ωB97M-V with the def2-TZVPD basis set.

Properties
- HOMO energy (spin up / spin down) (eV) = -11.12 / -11.09
- net charge = +1
- relative energy (zero: lowest compared OMol25 entry of this formula, charge and spin) (eV) = 0.0000
- 2S+1 = 4
- Kohn-Sham gap (spin up / spin down) (eV) = 8.1 / 5.9

```
49
Properties=species:S:1:pos:R:3:forces:R:3
Tc -0.4849 -0.0757 -0.1669 -0.3 -0.2 0.9
F -4.4335 4.4284 4.6580 -0.1 0.1 0.1
C -4.0352 3.5899 3.7200 0.1 -0.1 -0.1
C -2.6856 3.3393 3.5365 -0.1 0.0 0.0
F -1.7827 3.9502 4.2947 0.0 0.0 0.1
C -2.2789 2.4454 2.5650 -0.3 -0.1 -0.1
F -0.9775 2.2369 2.4278 0.4 -0.1 -0.1
C -3.1817 1.7801 1.7366 -0.1 0.3 0.3
S -2.7758 0.6666 0.4591 0.8 -0.3 -0.5
C -4.5371 2.0606 1.9443 0.2 0.0 0.0
F -5.4499 1.4560 1.1927 -0.1 0.0 0.0
C -4.9623 2.9480 2.9133 0.0 0.0 0.0
F -6.2571 3.1851 3.0779 -0.1 0.0 0.0
Cl 1.8688 -3.0194 -0.9330 0.0 -0.1 0.0
C 2.0785 -1.4770 -1.6753 0.0 0.2 0.0
C 1.1801 -0.4649 -1.3991 -0.2 0.1 -0.1
C 1.3756 0.7453 -2.0394 0.3 -0.7 0.1
Cl 0.1173 1.8629 -1.5749 -0.2 0.8 -0.3
C 2.4120 1.0312 -2.8994 0.1 0.1 -0.1
Cl 2.5749 2.5782 -3.6063 0.0 0.0 0.0
C 3.3146 -0.0065 -3.1610 0.0 0.0 0.0
Cl 4.6267 0.2647 -4.2239 0.0 0.0 0.0
C 3.1435 -1.2580 -2.5579 0.0 -0.1 0.0
Cl 4.2433 -2.5264 -2.9014 0.0 0.0 0.0
O 0.7768 0.5330 1.1271 -0.9 0.4 -0.7
C 1.4987 -0.0380 2.0736 0.4 -0.8 0.7
C 2.5325 0.7046 2.6626 -0.3 0.1 -0.3
C 3.3014 0.1687 3.6687 0.0 -0.1 0.0
C 3.0696 -1.1343 4.1099 0.0 0.0 0.0
C 2.0660 -1.8802 3.5364 0.0 -0.1 0.0
C 1.2557 -1.3566 2.5222 0.2 0.5 -0.1
C 0.1534 -2.1151 1.9753 -0.2 -0.1 -0.1
N -0.6313 -1.7831 0.9421 0.2 0.1 0.1
C -1.5915 -2.7635 0.8027 -0.1 -0.2 0.0
C -1.3865 -3.7048 1.7507 -0.1 0.0 -0.1
N -0.2997 -3.2804 2.4761 0.1 0.0 -0.1
H 2.6920 1.7104 2.2963 0.0 0.0 0.0
H 4.0927 0.7542 4.1164 0.0 0.0 0.0
H 3.6702 -1.5610 4.9008 0.0 0.0 0.0
H 1.9296 -2.9011 3.8738 0.0 0.0 0.0
H -2.3546 -2.7121 0.0474 0.0 0.0 0.0
H -1.9149 -4.6149 1.9712 0.0 0.0 0.0
H 0.1058 -3.7685 3.2552 0.0 0.0 0.1
C -1.3250 -1.7562 -2.8675 0.1 -0.2 -0.2
O -1.7617 -0.9187 -1.7696 0.2 0.0 0.1
H -1.0457 -1.1480 -3.7269 0.0 0.1 0.1
H -2.1253 -2.4412 -3.1422 0.0 0.1 0.1
H -0.4687 -2.3264 -2.5241 0.0 0.0 0.1
H -2.6191 -0.5262 -1.9800 0.0 0.2 0.2
```
Forces are in eV/Å.

=====

Record 2
This record from the OMol25 dataset describes a molecular structure, C22H11Co2NO7 at a distorted geometry. The level of theory is ωB97M-V with the def2-TZVPD basis set.

Properties
- HOMO energy (eV) = -1.70
- net charge = -2
- relative energy (zero: lowest compared OMol25 entry of this formula, charge and spin) (eV) = 0.0000
- Kohn-Sham gap (eV) = 6.4

```
43
Properties=species:S:1:pos:R:3:forces:R:3
O -0.9028 -0.5099 3.5886 -0.5 0.0 0.2
C -2.1547 -0.5246 3.4946 0.1 0.0 0.1
C -2.9096 -1.7698 3.4236 0.1 0.4 0.1
C -4.2787 -1.7773 3.4545 0.1 -0.2 0.0
C -5.0110 -0.5766 3.5110 -0.9 0.0 0.0
C -6.4440 -0.6052 3.5963 -1.0 0.0 0.0
N -7.6130 -0.6288 3.6763 1.6 0.0 -0.1
C -4.3230 0.6514 3.4896 0.1 0.2 0.0
C -2.9542 0.6951 3.4679 0.1 -0.4 0.1
H -2.3359 -2.6926 3.3809 -0.1 0.1 0.0
H -4.8181 -2.7268 3.4350 0.1 0.2 0.0
H -4.8977 1.5798 3.4924 0.1 -0.2 0.0
H -2.4164 1.6402 3.4615 -0.1 -0.1 0.0
O 1.7977 3.6141 -1.2994 -0.4 -0.3 -0.7
C 1.2482 2.7264 -1.7978 0.6 -0.2 1.5
Co 0.4121 1.3462 -2.4401 -0.4 0.0 -0.2
C -1.1974 2.0403 -2.2757 -0.8 0.6 0.4
O -2.2014 2.6036 -2.1807 0.5 -0.2 -0.2
C 0.7866 1.4008 -4.1474 0.5 -0.4 -1.3
O 1.0299 1.5117 -5.2751 -0.1 0.2 0.4
C 1.4617 -0.0696 -1.4074 0.7 2.5 1.4
C 2.9136 0.0352 -1.3583 0.9 -0.8 0.0
C 3.6822 0.4502 -2.4733 0.1 0.0 0.6
C 5.0232 0.7931 -2.3075 -0.2 -0.1 0.1
C 5.6322 0.7206 -1.0467 0.0 -0.2 0.0
C 4.9324 0.1321 0.0121 0.0 0.0 -0.3
C 3.6049 -0.2576 -0.1554 -0.1 0.3 -0.2
C 0.6254 -0.3829 -0.2731 3.2 2.7 2.5
C 0.6356 -0.0574 1.0242 -0.7 -0.8 -0.5
Co 0.0288 -1.0392 -1.7709 -4.0 -3.2 -3.3
C 0.2128 -1.4046 -3.5041 0.4 -0.9 -1.8
O 0.3206 -1.7343 -4.6067 -0.1 0.6 1.4
C -0.1720 -2.6793 -1.1506 0.1 -1.8 0.5
O -0.3086 -3.7625 -0.7651 0.2 1.8 -0.5
C -1.7142 -0.5312 -1.7583 -1.9 -0.2 0.1
O -2.8655 -0.4259 -1.7448 1.8 0.0 0.0
H 3.2068 0.5446 -3.4538 0.1 0.1 0.4
H 5.5865 1.1331 -3.1767 0.0 0.0 0.2
H 6.6507 1.0900 -0.9009 -0.3 -0.2 -0.1
H 5.4122 -0.0227 0.9814 -0.1 0.1 -0.3
H 3.0650 -0.7434 0.6653 0.2 0.4 -0.4
H -0.0373 -0.5376 1.7353 0.2 0.5 0.0
H 1.2863 0.7513 1.3790 0.0 -0.4 -0.1
```
Forces are in eV/Å.

=====

Record 3
This record from the OMol25 dataset describes a molecular structure, C22H12Cl4IrN3O4 at a distorted geometry. The level of theory is ωB97M-V with the def2-TZVPD basis set.

Properties
- HOMO energy (spin up / spin down) (eV) = -7.76 / -7.86
- net charge = 0
- 2S+1 = 5
- Kohn-Sham gap (spin up / spin down) (eV) = 7.1 / 5.4

```
46
Properties=species:S:1:pos:R:3:forces:R:3
Ir 0.0158 0.0191 -0.0174 0.1 -0.2 0.0
Cl -6.3403 -2.7767 -0.0515 0.0 0.0 0.0
C -4.7732 -2.2226 -0.4762 0.0 0.0 0.0
C -4.2021 -2.6267 -1.7255 0.0 0.0 0.0
Cl -5.1220 -3.6081 -2.7863 0.0 0.0 0.0
C -2.9345 -2.2362 -2.0793 0.0 0.0 0.0
Cl -2.2106 -2.7067 -3.5606 0.0 0.0 0.0
C -2.1731 -1.4244 -1.2028 0.0 0.0 0.0
O -0.9768 -1.0580 -1.4647 0.0 0.1 0.0
C -2.7584 -0.9846 0.0508 0.0 0.1 -0.1
O -2.0634 -0.2466 0.8041 0.1 -0.2 0.2
C -4.0777 -1.4130 0.3796 0.0 0.0 0.0
Cl -4.7268 -0.8774 1.8753 0.0 0.0 0.0
C -4.3513 -3.9629 3.7757 0.0 0.0 0.0
O -3.5246 -4.6656 4.6894 0.0 0.0 -0.1
C -2.4179 -4.0350 5.1473 0.0 0.0 0.0
C -2.1257 -2.6918 4.9112 0.0 0.0 0.0
C -0.9361 -2.1521 5.3773 0.0 0.0 0.1
C -0.0310 -2.9395 6.0860 0.1 -0.1 -0.3
C -0.3834 -4.2528 6.3975 0.0 0.0 -0.1
C -1.5527 -4.8060 5.9215 0.0 0.0 0.0
N 1.2351 -2.5325 6.6101 -0.4 0.7 0.5
N 1.9239 -1.5925 6.1711 0.6 -0.8 -0.4
C 1.7716 -1.0249 4.8755 -0.4 0.3 0.0
C 1.9852 0.3307 4.7814 -0.2 -0.1 0.1
C 1.7185 1.0522 3.6062 0.0 0.0 -0.1
C 1.2483 0.4025 2.4896 0.0 0.0 0.1
O 0.9055 1.0594 1.3813 0.1 0.1 -0.1
C 1.1560 -1.0271 2.5270 0.1 0.0 0.0
N 0.7686 -1.6403 1.3790 -0.2 0.2 -0.1
C 0.7294 -2.9469 1.3104 0.0 0.0 0.0
C 1.1156 -3.7567 2.3908 0.0 0.0 0.0
C 1.4721 -3.1642 3.5679 0.0 0.0 0.1
C 1.4585 -1.7565 3.6885 0.2 0.0 0.1
H -5.0851 -4.6790 3.4169 0.0 0.0 0.0
H -3.7708 -3.5819 2.9327 0.0 0.0 0.0
H -4.8656 -3.1308 4.2615 0.0 0.0 0.0
H -2.8137 -2.0582 4.3681 0.0 0.0 0.0
H -0.7353 -1.1056 5.1928 0.0 0.0 0.0
H 0.2977 -4.8345 7.0057 0.0 0.0 0.0
H -1.8205 -5.8321 6.1355 0.0 0.0 0.0
H 2.3025 0.8517 5.6760 0.0 0.0 0.0
H 1.8399 2.1265 3.5777 0.0 0.0 0.0
H 0.4057 -3.3755 0.3685 0.0 0.0 0.0
H 1.1186 -4.8322 2.2822 0.0 0.0 0.0
H 1.7692 -3.7720 4.4103 0.0 0.0 0.0
```
Forces are in eV/Å.

=====

Record 4
This record from the OMol25 dataset describes a molecular structure, C22H12DyF18N2O6S2. The level of theory is ωB97M-V with the def2-TZVPD basis set.

Properties
- HOMO energy (spin up / spin down) (eV) = -4.34 / -4.35
- net charge = -1
- relative energy (zero: lowest compared OMol25 entry of this formula, charge and spin) (eV) = 1.5427
- 2S+1 = 6
- Kohn-Sham gap (spin up / spin down) (eV) = 6.8 / 7.0

```
63
Properties=species:S:1:pos:R:3:forces:R:3
Dy -0.9701 0.3174 -1.0166 0.3 -0.1 0.6
C 3.1691 -5.1784 1.5665 0.0 -0.1 0.1
C 2.5139 -3.8488 1.3145 0.1 0.1 0.0
C 3.1724 -2.6498 1.5725 0.0 0.0 0.0
C 2.5580 -1.4418 1.3321 0.1 0.0 0.0
C 1.2442 -1.3284 0.8394 -0.1 0.1 0.0
N 0.7019 -0.0496 0.6421 0.1 0.0 -0.2
C 0.9237 0.8705 1.6549 0.0 -0.1 0.0
C 1.1064 0.4473 2.9892 0.0 0.1 0.0
C 1.4052 1.3195 4.0116 0.0 0.0 0.0
C 1.5265 2.6848 3.7780 0.0 -0.1 0.0
C 1.8492 3.6531 4.8820 0.1 0.1 0.1
C 1.2723 3.1240 2.4890 -0.1 0.1 -0.1
C 0.9367 2.2734 1.4373 0.1 -0.1 0.0
C 0.5302 2.7994 0.0561 0.1 -0.2 0.1
O -0.6706 2.2691 -0.3387 0.0 0.4 0.1
C 1.6474 2.4305 -1.0154 0.0 0.1 0.0
F 1.9102 3.4061 -1.8999 0.0 0.0 0.1
F 2.8078 2.0827 -0.4667 0.0 0.0 0.0
F 1.2383 1.3753 -1.7899 0.1 0.0 0.0
C 0.3543 4.3410 0.0286 0.0 0.1 0.0
F -0.4974 4.7525 0.9781 0.1 0.0 0.0
F 1.5206 5.0047 0.2062 -0.1 0.0 0.1
F -0.1563 4.7626 -1.1326 0.0 0.0 -0.1
C 0.5969 -2.5489 0.5184 0.1 0.0 0.1
C 1.2447 -3.7599 0.7726 -0.1 -0.1 -0.1
C -0.7407 -2.5476 -0.2267 0.1 0.0 -0.2
O -1.5192 -1.4564 0.0130 0.0 -0.6 0.0
C -1.6380 -3.7944 0.0246 0.0 0.1 0.3
F -1.8065 -3.9828 1.3403 0.0 0.0 0.0
F -1.1648 -4.9537 -0.4840 0.0 0.0 0.0
F -2.8473 -3.6241 -0.5164 0.0 0.0 0.0
C -0.3595 -2.5511 -1.7566 -0.3 -0.1 -0.2
F 0.5156 -1.5051 -1.9793 0.0 0.0 0.0
F -1.4227 -2.2620 -2.5295 0.0 -0.1 0.1
F 0.2075 -3.6359 -2.2633 0.2 0.0 0.2
H 4.0513 -5.0631 2.1975 0.0 0.0 0.0
H 3.4916 -5.6626 0.6414 0.0 0.0 0.0
H 2.4916 -5.8699 2.0716 0.0 0.0 0.0
H 4.1861 -2.6588 1.9592 0.0 0.0 0.0
H 3.0979 -0.5255 1.5326 0.0 0.0 0.0
H 1.0118 -0.6062 3.2119 0.0 0.0 0.0
H 1.5404 0.9276 5.0149 0.0 0.0 0.0
H 2.4931 3.1940 5.6346 0.0 0.0 0.0
H 0.9510 4.0065 5.3963 0.0 0.0 0.0
H 2.3675 4.5347 4.5010 0.0 0.0 0.0
H 1.3351 4.1874 2.3150 0.0 0.0 0.0
H 0.7413 -4.6858 0.5286 0.0 0.0 0.0
F -2.6656 3.7038 -4.4179 0.0 0.0 0.2
C -2.0444 2.9241 -3.5335 -0.2 0.0 -0.1
F -0.8116 3.3648 -3.3529 0.0 0.0 0.0
F -2.7152 2.9560 -2.3806 0.1 0.1 0.0
S -2.0394 1.2026 -4.1970 -0.1 -0.1 0.2
O -1.1355 0.4515 -3.3166 -0.1 0.6 -0.6
O -1.6520 1.3513 -5.5567 -0.1 -0.3 0.0
N -3.5376 0.7712 -4.0380 0.0 0.0 -0.1
S -4.2090 0.3239 -2.6812 0.4 0.2 0.1
O -5.4086 1.0341 -2.3971 0.0 0.0 0.0
O -3.2536 0.1639 -1.5869 -0.5 0.1 -0.3
C -4.7485 -1.3917 -3.0786 -0.2 -0.1 0.1
F -3.7926 -2.0976 -3.6614 0.1 0.0 0.0
F -5.1046 -1.9838 -1.9425 0.0 0.0 -0.1
F -5.8005 -1.3475 -3.8948 0.0 0.0 0.0
```
Forces are in eV/Å.

=====

Record 5
This record from the OMol25 dataset describes a molecular structure, C22H12DyF18N2O6S2. The level of theory is ωB97M-V with the def2-TZVPD basis set.

Properties
- HOMO energy (spin up / spin down) (eV) = -4.38 / -4.39
- net charge = -1
- relative energy (zero: lowest compared OMol25 entry of this formula, charge and spin) (eV) = 0.0000
- 2S+1 = 6
- Kohn-Sham gap (spin up / spin down) (eV) = 7.0 / 7.0

```
63
Properties=species:S:1:pos:R:3:forces:R:3
Dy -0.1274 1.5142 0.0633 0.2 -0.8 0.3
C 4.5398 0.0421 5.5517 0.1 0.0 0.1
C 3.3937 0.0316 4.5794 -0.1 0.0 0.0
C 2.1336 -0.4395 4.9370 0.0 0.0 0.0
C 1.0980 -0.4361 4.0305 0.0 0.0 0.0
C 1.2324 0.0119 2.7011 0.0 0.0 0.0
N 0.1107 -0.0351 1.8625 -0.1 0.3 -0.2
C -0.6369 -1.2015 1.9074 0.0 -0.1 0.0
C -0.0366 -2.4351 2.2418 0.0 0.0 0.0
C -0.7553 -3.6031 2.3671 0.0 0.0 0.0
C -2.1280 -3.6277 2.1484 0.1 0.0 0.0
C -2.9291 -4.8926 2.2783 -0.1 -0.1 0.0
C -2.7185 -2.4425 1.7412 -0.1 0.0 0.0
C -2.0171 -1.2507 1.5803 0.1 0.0 0.1
C -2.6754 -0.0005 0.9969 0.1 0.0 0.1
O -1.9553 0.4780 -0.0645 -0.2 0.1 -0.1
C -2.7966 1.1296 2.1086 -0.1 0.0 -0.1
F -3.9503 1.8132 2.0798 0.0 0.0 0.0
F -2.6535 0.6697 3.3479 0.0 0.0 0.0
F -1.8330 2.0869 1.9245 0.0 0.0 0.0
C -4.1015 -0.2717 0.4517 0.0 -0.1 0.0
F -4.0998 -1.2828 -0.4251 0.0 0.0 -0.1
F -4.9840 -0.5873 1.4249 -0.1 0.0 0.1
F -4.5972 0.7872 -0.1981 0.0 0.0 0.0
C 2.5006 0.5462 2.3571 0.0 0.0 0.1
C 3.5318 0.5338 3.2982 0.1 0.0 0.0
C 2.7138 1.2697 1.0226 0.0 0.1 0.2
O 1.9073 0.8374 0.0203 0.1 0.3 0.0
C 4.1646 1.2134 0.4656 0.1 -0.2 0.0
F 4.5957 -0.0532 0.4103 0.0 0.0 0.0
F 5.0806 1.9102 1.1775 0.0 0.0 0.0
F 4.2089 1.7110 -0.7746 0.0 0.0 0.0
C 2.3646 2.7761 1.3125 0.1 0.2 -0.2
F 1.1066 2.8066 1.8886 0.0 0.0 -0.1
F 2.2224 3.4814 0.1767 0.1 0.0 0.1
F 3.1632 3.4682 2.1124 0.0 -0.2 0.1
H 4.3239 -0.5910 6.4134 0.0 0.0 0.0
H 4.7491 1.0465 5.9285 0.0 0.0 0.0
H 5.4592 -0.3277 5.0932 0.0 0.0 0.0
H 1.9547 -0.8073 5.9419 0.0 0.0 0.0
H 0.1262 -0.7998 4.3382 0.0 0.0 0.0
H 1.0303 -2.4568 2.4143 0.0 0.0 0.0
H -0.2335 -4.5155 2.6381 0.0 0.0 0.0
H -2.5137 -5.5467 3.0473 0.0 0.0 0.0
H -2.9505 -5.4622 1.3449 0.0 0.0 0.0
H -3.9649 -4.6823 2.5504 0.0 0.0 0.0
H -3.7797 -2.4673 1.5399 0.0 0.0 0.0
H 4.4955 0.9407 3.0238 0.0 0.0 0.0
F -3.5563 4.2782 -2.6184 0.0 -0.1 0.0
C -2.8295 3.5533 -1.7700 -0.1 0.1 -0.2
F -3.5358 3.3241 -0.6755 0.0 0.0 0.1
F -2.5210 2.3981 -2.3564 0.0 -0.1 0.1
S -1.2863 4.4963 -1.3795 0.0 0.0 -0.1
O -0.6507 3.7785 -0.2757 -0.4 0.0 0.0
O -1.7294 5.8200 -1.1138 0.2 0.1 0.0
N -0.4768 4.3922 -2.7125 0.0 0.1 -0.1
S 0.3449 3.1393 -3.1899 0.0 -0.1 0.1
O 0.0041 2.7270 -4.5076 0.0 0.0 -0.1
O 0.4707 2.0958 -2.1784 -0.1 0.1 -0.2
C 2.0507 3.8319 -3.3290 0.0 -0.1 -0.1
F 2.3915 4.5140 -2.2456 0.0 0.0 0.0
F 2.8991 2.8232 -3.5025 0.0 0.0 0.0
F 2.1220 4.6430 -4.3836 0.0 0.0 0.0
```
Forces are in eV/Å.